(1)
Molecular formula: C46H58BF24O9PSSi
Method: DFT, ωB97M-V/def2-TZVPD

Atoms and positions in Å:
S: 0.95414 -0.63410 -5.68572
P: 2.25240 -2.08561 -5.39616
Si: 5.90002 -4.15890 4.96693
F: -1.22031 -5.78078 0.50556
F: -1.28297 -4.55720 4.89114
F: -2.19957 7.49943 3.69115
F: -4.47937 6.89566 -2.05987
F: -3.15776 5.15112 -3.52284
F: -3.80405 -4.73351 3.54146
F: -4.19125 4.33503 -1.00202
F: -3.95992 9.39001 4.15150
F: -0.87582 -8.02207 1.99837
F: -1.63015 6.86298 -2.32371
F: -2.28431 -5.23436 6.67902
F: -3.87006 3.10706 -3.41701
F: -3.74719 -3.38033 5.24466
F: -4.17674 5.54370 4.25241
F: -1.45756 5.59101 4.40351
F: -2.78482 -7.04588 2.35478
F: -4.41380 7.37093 2.16692
F: -3.40069 5.43120 6.27958
F: -3.57122 8.82970 -2.43360
F: -6.06490 9.85524 4.04429
F: -1.52798 8.20887 -0.64114
F: -2.72153 2.73228 -0.99471
F: -4.91977 9.38945 1.55784
F: -1.43328 -4.55208 2.27394
O: 6.45290 -1.43110 -1.59733
O: -5.49239 7.85922 4.75248
O: 3.60383 1.16500 -3.56591
O: 0.51388 -3.05550 -3.40372
O: -2.20938 -6.60543 4.96848
O: -2.34217 6.19533 -0.29673
O: 5.10727 -2.70901 4.69628
O: 4.77740 0.99884 -5.62382
O: 2.92368 -3.35054 1.28837
C: -4.52169 7.38637 5.68437
C: -1.91738 4.90420 -0.73148
C: 2.65486 -2.12788 -3.61354
C: -5.25763 8.39151 2.40906
C: -3.42350 0.14997 -5.02972
C: 5.94662 -5.31295 3.47561
C: -2.16636 6.68871 4.76336
C: -3.66265 -0.60390 -3.68667
C: 0.71940 -3.27350 -0.46288
C: -1.45583 -6.92464 2.56294
C: -0.90621 -5.70524 1.82043
C: 7.70434 -3.80954 5.45646
C: 6.13387 0.44891 2.17591
C: 4.25673 -1.01771 2.52751
C: 5.35429 -1.38013 -1.06948
C: 4.29314 -1.43428 1.20247
C: 1.80977 -2.74740 -1.40123
C: -2.91228 3.95351 -2.96407
C: -2.90149 2.40412 -8.08167
C: -0.97291 -1.37111 -1.04079
C: -2.95522 4.00263 -1.43331
C: 3.24875 -1.58141 3.53149
C: -3.56732 6.26772 5.21566
C: 5.16644 -0.08469 3.01510
C: -0.73718 -2.89758 -0.86213
C: -3.66570 7.82943 -1.52697
C: -2.33442 -5.27249 5.32908
C: -3.62827 -0.00137 -7.59173
C: -5.16343 8.86619 3.85967
C: 3.87103 -1.67654 -3.07801
C: 5.28184 -0.89103 0.36605
C: 1.66269 -2.64021 -2.78414
C: -1.45387 -0.97131 -2.47944
C: -3.67282 -4.68085 4.88042
C: -2.75092 -0.11768 -2.53642
C: 4.06056 -1.80324 -1.71134
C: -2.42550 0.92786 -7.93340
C: 3.04259 -2.33861 -0.89454
C: -2.28370 7.24784 -1.21236
C: 4.88902 -1.07350 -4.03297
C: -3.47050 -0.77301 -6.26516
C: 5.17629 -5.15506 6.41477
C: 6.17291 0.02759 0.85209
C: 3.36255 -2.44954 0.58952
C: -1.17254 -7.01008 4.07716
C: 3.76788 -2.85680 4.23491
B: 4.40695 0.42037 -4.39664
H: 4.31400 -5.74638 6.06817
H: 3.11221 -0.81882 4.31093
H: 8.04527 -2.82558 5.10712
H: 5.10247 0.18650 4.06904
H: -3.68618 -0.75366 -8.39770
H: -0.60946 -0.48895 -2.99720
H: 6.61017 -6.16738 3.67537
H: -1.02273 -3.49628 -1.73294
H: 0.89896 -2.80393 0.51455
H: 4.96117 -5.73137 3.22270
H: 0.12922 -2.31140 -3.90772
H: 6.84359 1.16386 2.58723
H: 3.60743 -3.71030 3.55840
H: -4.56611 0.57049 -7.64820
H: -1.76509 -1.05308 -0.34817
H: -0.21509 -6.56063 4.34219
H: -5.12127 6.93920 6.47700
H: 3.40881 -1.91645 -6.17930
H: 5.95861 -5.83623 6.78252
H: -3.26539 -0.04266 -1.56951
H: -1.66830 -1.91089 -3.01249
H: -3.05742 2.82046 -7.07699
H: -4.14162 8.21885 -0.62502
H: -0.04378 -0.81390 -0.84116
H: -0.97893 4.95341 -1.28367
H: 1.64815 -3.31038 -5.76492
H: 7.85705 -3.93980 6.53552
H: 4.88458 -4.51241 7.25896
H: 6.96468 0.44993 0.23190
H: -2.44976 0.91115 -2.79228
H: -3.98900 8.20785 6.16394
H: -1.38422 -3.23323 -0.03782
H: -4.72572 -0.47078 -3.43219
H: -4.35573 -1.42649 -6.16822
H: 4.94685 -1.65726 -4.96135
H: 3.13313 -3.02160 5.12783
H: 2.30909 -1.84147 3.02909
H: -1.66974 4.39062 0.19765
H: -1.62771 7.19076 5.57185
H: 0.18372 -5.64968 1.90162
H: 6.36672 -4.75895 2.62103
H: 8.30763 -4.57181 4.93717
H: 2.92070 1.54031 -4.14418
H: 0.88335 -4.35124 -0.32039
H: -1.58440 0.84050 -7.23143
H: -6.27053 8.05938 2.17174
H: -2.15960 2.99615 -8.63985
H: -2.02951 0.64779 -8.92346
H: -2.49720 0.74474 -5.04531
H: -1.05222 -8.07279 4.28701
H: 5.91019 -1.03214 -3.63696
H: -2.57136 -1.40355 -6.36398
H: 4.40584 0.42216 -6.30767
H: -4.26463 0.85420 -5.15059
H: -3.81792 2.43836 -8.68704
H: -1.94262 3.58971 -3.31690
H: -3.54522 -1.67868 -3.90549
H: -4.50493 -5.22553 5.33131

As for the charge: 0. As for the SMILES: CCCCCCCCCCCc1c(O)c([PH2]=S)c(CB(O)O)c2c1C(=O)c1c(CCO[Si](C)(C)C)cccc1C2=O.FC(F)C(F)(F)COC(F)(F)C(F)F.FC(F)C(F)(F)COC(F)(F)C(F)F.FC(F)C(F)(F)COC(F)(F)C(F)F.

Results of the Löwdin charge analysis, in e, for atoms 1 through 8: S 0.19; P 0.51; Si 0.44; F 0.09; F 0.14; F 0.10; F 0.10; F 0.10

(2)
Molecular formula: C46H58INO5
Method: DFT, ωB97M-V/def2-TZVPD

Atoms and positions in Å:
I: -2.27672 -0.18825 1.76946
O: -4.43325 -1.06625 0.06284
O: -5.01555 -2.59862 2.04465
O: -3.47878 -2.80215 -1.52673
O: -2.85457 -2.79794 0.82265
O: 0.92497 -3.97460 1.83189
N: -4.06761 2.29817 -2.59647
C: -1.16740 4.70656 -5.28734
C: -2.51173 -2.29438 -0.52828
C: 1.40321 5.74181 -0.07473
C: -2.26373 4.51714 -7.43156
C: -3.90030 2.57968 -0.03191
C: 3.03038 1.93380 5.63692
C: 0.84989 3.81058 1.26727
C: 8.66557 -2.51756 6.74462
C: 1.80484 1.92431 4.97023
C: -0.33542 -4.20023 2.56871
C: 6.26365 5.71209 -3.13481
C: 1.27890 0.72298 4.49579
C: 1.97874 -0.46847 4.68454
C: 0.55636 5.28293 -1.08408
C: -3.45960 3.95377 -5.40925
C: 0.00735 3.34885 0.25575
C: -7.05870 -6.12301 -1.05127
C: 4.33587 4.96532 -1.88502
C: 6.53774 -2.88068 4.97702
C: -0.94107 -2.08585 -0.94675
C: -3.58196 1.72709 -1.41371
C: 1.54570 5.00785 1.10247
C: 5.69673 5.26777 -1.94062
C: 5.47176 5.85125 -4.27433
C: 7.04093 -3.96507 5.69524
C: -3.42734 4.08251 -6.79753
C: -5.80212 -5.57515 -3.30576
C: -2.72361 0.33052 -1.49470
C: -4.12994 -5.95783 0.46049
C: -3.42836 -4.28724 -1.60992
C: -3.01144 -0.71892 -0.26972
C: 0.84740 -2.80460 0.94391
C: -5.54607 -6.06573 -1.76352
C: 3.72569 0.74108 5.83382
C: 0.07712 -3.27162 -0.45320
C: 3.20152 -0.45965 5.35606
C: -2.32982 4.26834 -4.65369
C: 3.54220 5.11338 -3.02211
C: 4.10990 5.55410 -4.21720
C: -4.20484 -2.18026 1.04219
C: -0.14234 4.08752 -0.91767
C: 8.16844 -1.43505 6.01946
C: -4.65596 -5.04804 -0.84072
C: -1.13216 4.82641 -6.67630
C: 8.10349 -3.78386 6.58012
C: 7.10346 -1.61559 5.13743
H: 8.49397 -4.62855 7.14150
H: 3.49171 5.66610 -5.10407
H: 3.89456 4.61549 -0.95573
H: -0.53288 2.41482 0.38276
H: -5.15169 -6.29940 -3.99595
H: -4.44222 -7.10364 0.34779
H: -2.42756 -4.59390 -1.03531
H: -4.59108 -5.58619 1.47944
H: 0.21183 -1.96063 1.44702
H: -7.79667 -6.77511 -1.69797
H: 3.74535 -1.38852 5.50671
H: -2.83837 2.91576 0.39415
H: -3.25944 -4.59728 -2.72476
H: -4.36454 3.60987 -4.91609
H: -4.46336 3.58285 -0.30403
H: -7.50266 -5.01483 -1.03561
H: -4.30960 3.84310 -7.38614
H: -7.01616 -6.45680 0.07508
H: -0.48073 -1.06446 -0.56677
H: -2.96579 -5.95493 0.57926
H: -0.80350 3.73089 -1.70369
H: 0.32305 0.71554 3.97769
H: 0.44142 5.85726 -1.99953
H: 5.91486 6.19215 -5.20591
H: 5.70635 -3.02115 4.29186
H: -5.41985 -4.26693 -0.35896
H: -0.22415 5.16146 -7.17024
H: 8.61086 -0.44964 6.14244
H: 6.60408 -4.95229 5.56595
H: -0.85605 -2.05293 -2.13683
H: -0.70959 -3.27390 3.18423
H: 0.94600 -3.36626 -1.26541
H: -0.28789 4.95410 -4.69822
H: -1.57348 0.64931 -1.49591
H: 0.96382 3.23711 2.18345
H: 1.26048 2.85302 4.82099
H: 4.67736 0.74744 6.35935
H: 1.95068 6.67125 -0.20559
H: -2.23800 4.61517 -8.51361
H: -2.89890 -0.15162 -2.57260
H: -1.19621 -4.58431 1.83610
H: -2.35582 4.17179 -3.57145
H: -0.10372 -5.07244 3.34792
H: 1.57134 -1.40340 4.30994
H: 2.20025 5.36882 1.89187
H: -5.15654 -7.19102 -1.71345
H: -5.46656 -4.47666 -3.52991
H: 6.71407 -0.77102 4.57500
H: 6.31443 5.15713 -1.05331
H: 9.49100 -2.37524 7.43680
H: 7.32386 5.94931 -3.17754
H: -0.42735 -4.30133 -0.22190
H: -6.92174 -5.74066 -3.66250
H: 2.48042 4.88431 -2.97709
H: 1.89601 -2.34594 0.69424
H: -3.78538 1.69798 -3.41285
H: -4.49411 1.89957 0.72935
H: 3.44230 2.87015 6.00340

As for the charge: 0.

Results of the Löwdin charge analysis, in e, for atoms 1 through 8: I 1.09; O -0.09; O 0.02; O -0.11; O -0.12; O -0.26; N 0.07; C -0.10

Across the entries above, gap between HOMO and LUMO takes the values 8.133; 8.777 eV, respectively.
Across the entries above, lowest unoccupied orbital energy takes the values -1.0; -0.6 eV, respectively.